# 1
A molecular structure, C57H48N4P3S2Se2Ti, computed with ωB97M-V with the def2-TZVPD basis set.

Last column: Mulliken charge in e.
Positions of all 117 atoms, in Å:
Ti1 -0.36929 -0.02852 -0.98620  -0.98
C1 -2.10149 -2.80662 0.31490  -0.83
P1 -1.77329 -2.68092 2.17140  0.56
C2 -0.07029 -3.31662 2.38440  0.04
C3 0.90281 -3.20452 1.39990  0.23
C4 2.22361 -3.50872 1.67070  -0.46
C5 2.59661 -3.91182 2.94070  -0.55
C6 1.63501 -4.03172 3.93190  -0.83
C7 0.31721 -3.72462 3.65980  -0.66
C8 -2.73089 -4.13492 2.74970  0.49
C9 -2.32039 -5.44662 2.53990  -0.24
C10 -3.07329 -6.49222 3.03990  -0.70
C11 -4.23429 -6.23632 3.75220  -0.41
C12 -4.65709 -4.93312 3.95060  -0.65
C13 -3.90779 -3.88542 3.44800  -0.46
C14 -2.82129 -1.54522 -0.02240  -0.41
C15 -4.17729 -1.30442 0.01400  -1.05
C16 -4.34249 0.08568 -0.14750  -1.52
C17 -3.08079 0.62638 -0.25470  -0.57
C18 -2.68869 2.06268 -0.44130  -1.10
P2 -0.94659 2.24978 0.13400  2.42
C19 -1.20219 2.50198 1.92760  0.40
C20 -2.18469 1.79118 2.61770  -0.60
C21 -2.30649 1.91668 3.98870  -0.69
C22 -1.44819 2.74868 4.69120  -0.69
C23 -0.47459 3.46538 4.01300  -0.70
C24 -0.34149 3.33328 2.64390  -0.84
C25 -0.48099 3.95818 -0.32850  0.76
C26 0.78061 4.18258 -0.86730  -0.37
C27 1.17171 5.45588 -1.23760  -0.66
C28 0.31361 6.52108 -1.03140  -0.54
C29 -0.92949 6.31088 -0.45650  -0.84
C30 -1.33239 5.03578 -0.11320  -0.32
N1 -2.14049 -0.36802 -0.17000  2.22
H1 -2.72469 -3.67872 0.10090  0.88
H2 -1.16799 -2.88572 -0.25170  -0.15
H3 0.63591 -2.86012 0.41090  -0.08
H4 2.96091 -3.41282 0.88520  0.37
H5 3.63181 -4.11402 3.17020  0.40
H6 1.92451 -4.33882 4.92580  0.57
H7 -0.42239 -3.79812 4.44480  0.50
H8 -1.40809 -5.63542 1.98850  0.41
H9 -2.74979 -7.51212 2.88110  0.40
H10 -4.80949 -7.05452 4.16260  0.37
H11 -5.56449 -4.73282 4.50230  0.40
H12 -4.22619 -2.86012 3.58530  0.40
H13 -4.96059 -2.03382 0.12160  0.57
H14 -5.27269 0.62178 -0.18550  0.57
H15 -3.36279 2.73198 0.11050  0.64
H16 -2.72079 2.33278 -1.50870  0.14
H17 -2.85609 1.13138 2.08190  0.21
H18 -3.07109 1.35388 4.50970  0.47
H19 -1.53309 2.83058 5.76540  0.40
H20 0.19061 4.12438 4.55430  0.41
H21 0.43141 3.88468 2.12440  0.47
H22 1.46401 3.35428 -1.00810  0.40
H23 2.14031 5.61318 -1.69310  0.41
H24 0.61011 7.51998 -1.31770  0.38
H25 -1.59209 7.14548 -0.27960  0.41
H26 -2.30269 4.86528 0.32990  0.35
S1 -1.75119 -0.34542 -3.13200  -0.53
C31 -0.59849 -1.59942 -3.10600  0.72
C32 -0.40249 -2.50022 -4.15260  -1.02
C33 0.71171 -3.31832 -4.13010  -0.44
C34 1.61661 -3.19592 -3.07130  -1.36
C35 1.32671 -2.34172 -2.03390  0.35
N2 0.21161 -1.58252 -2.00440  1.05
H27 -1.10289 -2.49672 -4.97420  0.46
H28 0.91161 -4.00742 -4.93510  0.46
H29 2.53281 -3.76792 -3.05910  0.45
H30 2.01671 -2.21792 -1.20390  0.14
Se1 1.42231 1.16148 -2.52760  -0.65
P3 0.21411 2.13028 -4.09360  0.46
Se2 -1.62879 3.11188 -3.71410  -0.40
C36 1.35521 3.43718 -4.72440  0.77
C37 0.88581 4.71368 -5.00090  -0.43
C38 1.76511 5.72358 -5.34920  -0.65
C39 3.12261 5.46688 -5.43320  -0.49
C40 3.59021 4.18718 -5.18320  -0.79
C41 2.71511 3.17718 -4.83000  -0.16
C42 0.11101 0.92658 -5.47880  0.94
C43 -1.01399 0.89358 -6.29050  -0.47
C44 -1.04889 0.04208 -7.37940  -0.62
C45 0.03401 -0.77482 -7.66300  -0.58
C46 1.13401 -0.77552 -6.82280  -0.75
C47 1.17071 0.06378 -5.72540  -0.51
H31 -0.17129 4.92888 -4.91770  0.33
H32 1.39011 6.72048 -5.53680  0.40
H33 3.81571 6.26028 -5.68090  0.38
H34 4.64781 3.97788 -5.24460  0.41
H35 3.08801 2.18768 -4.60010  0.23
H36 -1.86409 1.51888 -6.05000  0.33
H37 -1.92569 0.00648 -8.01100  0.40
H38 0.01571 -1.41952 -8.53170  0.38
H39 1.96671 -1.43582 -7.01560  0.43
H40 2.01771 0.04118 -5.05010  0.17
S2 3.12631 1.25838 4.27500  -0.25
C48 2.26621 0.61808 2.86820  -0.05
C49 0.90751 0.28248 2.93800  -0.51
C50 0.25541 -0.11422 1.80370  -1.34
N3 0.84121 -0.18742 0.57440  2.88
C51 2.17721 0.05588 0.54550  -1.05
C52 2.90891 0.44358 1.63410  -1.29
C53 3.18071 -0.27342 5.20430  0.41
C54 2.16161 -0.60952 6.08950  -0.16
C55 2.22181 -1.84202 6.71160  -0.54
N4 3.20251 -2.71622 6.52790  -0.62
C56 4.17591 -2.37512 5.69190  -0.56
C57 4.21861 -1.17762 5.00490  -0.09
H41 0.37621 0.35578 3.87440  0.44
H42 -0.80129 -0.35982 1.83950  0.02
H43 2.67161 -0.05502 -0.41770  0.41
H44 3.96601 0.63598 1.53970  0.50
H45 1.35571 0.08058 6.28570  0.48
H46 1.45301 -2.15192 7.40840  0.39
H47 4.96861 -3.10452 5.58070  0.43
H48 5.03431 -0.93982 4.33870  0.39

Atoms 1-6, force components in eV/Å:
-0.11 2.29 0.02
0.11 0.32 0.22
-0.11 -0.43 -0.33
-0.07 0.14 0.05
-0.23 -0.10 -0.15
0.18 0.01 0.02

* spin multiplicity: 3
* lowest unoccupied orbital energy (alpha / beta): 2.278 / 2.262 eV
* calculated total energy: -9892.87248 hartree
* net charge: -1
* orbital gap (alpha / beta): 5.12 / 6.86 eV


# 2
A molecular structure, C57H49AsFN4O3P2STi, computed with ωB97M-V with the def2-TZVPD basis set.

Last column: Mulliken charge in e.
Positions of all 119 atoms, in Å:
Ti1 0.04952 1.42319 -0.03801  1.14
O1 3.00993 3.19370 2.20957  -0.72
C1 2.61474 2.28123 1.44736  -0.57
N1 1.44018 1.63305 1.55503  1.38
C2 0.83345 1.79708 2.87909  -0.84
C3 1.48187 1.64064 4.13894  -0.44
C4 0.80480 1.80752 5.37442  -1.07
C5 -0.54503 2.16088 5.35393  -0.77
C6 -1.20474 2.21217 4.14072  -0.57
C7 -0.54710 1.96167 2.90187  -0.13
N2 -1.19056 1.91829 1.63063  1.21
C8 -2.37223 2.53646 1.38073  -1.01
O2 -3.09846 3.20686 2.09485  -0.72
C9 -2.84992 2.29363 -0.06485  1.00
C10 -4.11191 2.75323 -0.48096  -0.82
C11 -4.44813 2.64971 -1.81854  -0.91
C12 -3.49672 2.10324 -2.70527  -1.20
C13 -2.28231 1.70390 -2.21465  -0.75
N3 -1.96937 1.76112 -0.89829  1.86
C14 3.74241 1.87040 0.41303  0.22
C15 4.89944 2.64840 0.26686  -0.85
C16 5.99544 2.08710 -0.39184  -0.74
C17 6.00810 0.76541 -0.75861  -1.18
C18 4.78058 0.08291 -0.65714  -0.05
N4 3.67290 0.61020 -0.10635  0.76
H1 2.53774 1.48476 4.15888  0.65
H2 1.33115 1.63326 6.30721  0.43
H3 -1.06254 2.35453 6.27334  0.42
H4 -2.26459 2.45190 4.11453  0.45
H5 -4.75010 3.29172 0.21744  0.56
H6 -5.38593 2.96492 -2.24205  0.50
H7 -3.65379 2.04896 -3.78186  0.55
H8 -1.53046 1.32876 -2.85641  0.53
H9 4.85691 3.69623 0.65008  0.46
H10 6.87682 2.70746 -0.50526  0.41
H11 6.90516 0.30734 -1.17172  0.46
H12 4.63704 -0.91550 -1.02832  0.17
O3 -0.09889 -3.46117 -0.13632  0.01
C19 1.22649 -3.90372 -0.21023  -0.35
C20 1.52224 -5.25805 -0.38191  -0.13
C21 2.83566 -5.68525 -0.43083  -0.87
C22 3.86607 -4.73918 -0.27424  -0.97
C23 3.52772 -3.40932 -0.15273  -0.81
C24 2.19705 -2.94817 -0.18376  -0.08
P1 1.94176 -1.12976 -0.19998  3.29
C25 2.55142 -1.19596 1.62128  1.17
C26 1.43713 -1.66988 2.31865  -0.36
C27 1.48981 -1.93244 3.66666  -0.60
C28 2.66543 -1.68806 4.36896  -1.03
C29 3.76498 -1.19938 3.67772  -0.93
C30 3.74341 -0.95965 2.29517  -0.31
C31 2.36528 -1.02083 -2.04195  1.13
C32 2.69674 0.12065 -2.73006  -0.41
C33 2.60072 0.21208 -4.10402  -1.01
C34 2.11730 -0.88655 -4.83011  -0.76
C35 1.75474 -2.04257 -4.17518  -1.04
C36 1.86287 -2.10443 -2.77972  -1.04
C37 -0.83434 -3.77781 0.97243  0.54
C38 -0.55735 -4.88749 1.76162  -1.22
C39 -1.41181 -5.21033 2.82397  -1.04
C40 -2.54404 -4.43167 3.01569  -0.92
C41 -2.82347 -3.36835 2.17947  -0.94
C42 -1.95060 -2.96210 1.16038  0.41
P2 -2.10024 -1.41736 0.17775  2.82
C43 -3.61164 -0.69356 0.92629  0.42
C44 -3.45675 -0.21706 2.22780  -0.72
C45 -4.46152 0.45909 2.88671  -0.86
C46 -5.67713 0.61702 2.26380  -0.67
C47 -5.89064 0.11438 0.98062  -0.94
C48 -4.85487 -0.53667 0.30556  -0.78
C49 -2.59469 -2.01098 -1.52415  0.00
C50 -3.68170 -2.80891 -1.79842  -0.32
C51 -3.92828 -3.21353 -3.10082  -0.80
C52 -3.09783 -2.84245 -4.15174  -0.81
C53 -2.01889 -2.02202 -3.89097  -0.93
C54 -1.77684 -1.59728 -2.57337  0.27
H13 0.71723 -5.92937 -0.47517  0.82
H14 3.12590 -6.71121 -0.58799  0.42
H15 4.91208 -5.05098 -0.24031  0.44
H16 4.35246 -2.73131 -0.06774  0.13
H17 0.47669 -1.74784 1.80284  -0.24
H18 0.59327 -2.29999 4.15227  0.58
H19 2.75009 -1.90582 5.43308  0.39
H20 4.68970 -1.04006 4.20601  0.44
H21 4.62708 -0.69280 1.71787  0.31
H22 3.03469 0.97691 -2.23854  0.48
H23 2.89546 1.13362 -4.59724  0.45
H24 2.05364 -0.82001 -5.90399  0.41
H25 1.46300 -2.89990 -4.73632  0.57
H26 1.56382 -2.99698 -2.28696  0.30
H27 0.31435 -5.46659 1.58828  0.67
H28 -1.15734 -6.02450 3.50267  0.38
H29 -3.25826 -4.66727 3.79946  0.44
H30 -3.71120 -2.80430 2.39001  0.47
H31 -2.52118 -0.28242 2.77316  0.70
H32 -4.31232 0.84233 3.89925  0.43
H33 -6.47966 1.16185 2.73000  0.39
H34 -6.85463 0.22811 0.55594  0.44
H35 -5.00816 -0.91595 -0.68740  0.49
H36 -4.37208 -3.15585 -1.02227  0.51
H37 -4.71891 -3.88579 -3.33695  0.43
H38 -3.28239 -3.19174 -5.16298  0.39
H39 -1.37133 -1.72388 -4.68413  0.58
H40 -0.89533 -1.00534 -2.35685  -0.01
F1 0.51644 1.32416 -1.77849  -0.46
C55 1.09714 6.79155 -1.82890  -1.14
As1 0.09858 5.07044 -1.87978  0.92
C56 0.82192 4.07442 -3.46343  -0.98
C57 -1.69737 5.56485 -2.45213  -0.93
S1 0.40688 4.12724 -0.05626  -0.49
H41 1.21017 7.06734 -2.86912  0.39
H42 2.05786 6.59980 -1.40234  0.33
H43 0.55221 7.53511 -1.30080  0.39
H44 0.63804 4.62739 -4.36662  0.60
H45 0.31371 3.12875 -3.52129  0.07
H46 1.90118 3.92004 -3.35065  0.33
H47 -1.58862 6.21381 -3.31449  0.44
H48 -2.18457 6.15130 -1.65457  0.34
H49 -2.27985 4.66324 -2.67553  0.14

Atoms 1-6, force components in eV/Å:
-0.14 0.28 1.03
-0.49 -1.35 -1.05
2.02 1.89 0.67
-0.12 -0.03 0.94
0.16 -0.69 0.44
-0.86 0.63 -0.01

* spin multiplicity: 2
* lowest unoccupied orbital energy (alpha / beta): 0.241 / 0.171 eV
* calculated total energy: -6912.31422 hartree
* net charge: 0
* orbital gap (alpha / beta): 7.28 / 7.21 eV


Computed max |F|, in the same sequence as the records: 3.5, 2.8 eV/A.
Computed ΔE to the lowest compared entry with this formula, charge and spin, in the same sequence as the records: 0.000, 1.270 eV.